Record 1
ORCA calculation (the ωB97M-V functional and the def2-TZVPD basis) on an isolated ion of composition C2H8N3 and charge +1 in a non-equilibrium geometry.

Summary:
- SMILES: C[N@H+]1N[C@@H]1N
- E_HOMO: -14.8 eV
- Orbital gap: 11.60 eV
- Charge: +1

Positions of all 13 atoms, in Å:
C: -0.840 -0.006 -0.452
C: 1.653 -0.440 0.061
N: -0.239 1.420 -0.382
N: -1.952 -0.369 0.301
N: 0.306 0.256 0.353
H: -0.666 -0.549 -1.342
H: 2.131 -0.043 -0.810
H: 2.379 -0.181 0.859
H: 1.539 -1.551 0.057
H: 0.220 1.840 -1.190
H: -2.813 -0.602 -0.064
H: -1.812 -0.109 1.252
H: 0.094 0.335 1.356

Forces on the atoms, in the same order (eV/Å):
-1.05 1.47 0.68
0.10 -0.13 1.67
-2.26 -1.41 1.26
3.40 0.78 0.11
2.67 -0.33 -0.96
0.26 -0.39 -0.90
-0.39 0.10 -0.91
-0.79 -0.10 -0.14
-0.24 1.03 -0.19
0.96 -0.98 0.04
-1.87 -0.33 -0.80
-1.17 0.06 0.56
0.38 0.23 -0.42

Atom charges from the Löwdin analysis, given in e for atoms 1 to 5: number 1, C, carries -0.2893; number 2, C, carries 0.0599; number 3, N, carries 0.1646; number 4, N, carries 0.1560; number 5, N, carries -0.0678

Record 2
ORCA calculation (the ωB97M-V functional and the def2-TZVPD basis) on C37H52N3OP2SW as an isolated structure.

Summary:
- Spin multiplicity: 3
- ⟨S²⟩: 2.04
- E_HOMO (alpha / beta): -15.9 / -15.9 eV
- Orbital gap (alpha / beta): 7.03 / 6.77 eV
- Charge: +3

Positions of all 97 atoms, in Å:
W: -0.293 -0.005 -0.048
C: -2.124 2.805 -2.376
C: -1.268 1.931 -3.297
C: -0.820 2.737 -4.520
P: 0.058 1.036 -2.371
C: 1.633 2.006 -2.325
C: 2.423 2.076 -3.632
C: 1.382 3.397 -1.740
C: 0.475 -0.487 -3.246
C: 0.843 -0.549 -4.592
C: 1.446 -1.683 -5.108
C: 1.736 -2.751 -4.268
C: 1.343 -2.727 -2.938
C: 0.662 -1.620 -2.446
N: 0.147 -1.624 -1.092
C: -0.521 -2.843 -0.657
C: -1.133 -3.717 -1.553
C: -1.871 -4.794 -1.079
C: -2.034 -4.997 0.283
C: -1.462 -4.104 1.177
C: -0.704 -3.027 0.721
P: 0.016 -1.766 1.809
C: 1.762 -2.322 2.135
C: 2.273 -2.009 3.546
C: 1.969 -3.806 1.820
C: -1.046 -1.703 3.310
C: -0.804 -2.795 4.362
C: -1.028 -0.320 3.963
H: -2.902 3.290 -2.966
H: -2.617 2.228 -1.594
H: -1.534 3.594 -1.906
H: -1.888 1.101 -3.660
H: -0.245 3.619 -4.241
H: -0.240 2.163 -5.238
H: -1.714 3.086 -5.038
H: 2.227 1.432 -1.604
H: 1.854 2.513 -4.449
H: 3.294 2.715 -3.474
H: 2.786 1.100 -3.946
H: 0.885 4.055 -2.453
H: 0.772 3.374 -0.834
H: 2.337 3.865 -1.495
H: 0.685 0.301 -5.240
H: 1.723 -1.722 -6.152
H: 2.259 -3.617 -4.652
H: 1.541 -3.576 -2.299
H: -1.052 -3.566 -2.618
H: -2.330 -5.471 -1.787
H: -2.609 -5.837 0.648
H: -1.615 -4.255 2.237
H: 2.344 -1.751 1.401
H: 1.955 -2.780 4.246
H: 3.364 -2.029 3.539
H: 1.950 -1.048 3.941
H: 1.336 -4.439 2.444
H: 1.770 -4.047 0.778
H: 3.006 -4.067 2.036
H: -2.038 -1.861 2.867
H: -0.010 -2.501 5.047
H: -1.710 -2.919 4.955
H: -0.544 -3.768 3.947
H: -0.055 -0.106 4.408
H: -1.271 0.481 3.261
H: -1.762 -0.290 4.769
N: -2.374 -0.623 -0.486
C: -3.391 0.139 0.224
C: -4.712 -0.195 0.267
C: -5.625 0.639 0.956
C: -5.196 1.789 1.556
C: -3.825 2.153 1.511
C: -3.309 3.342 2.071
C: -1.974 3.623 1.955
C: -1.139 2.706 1.305
N: -1.577 1.567 0.783
C: -2.922 1.300 0.857
H: -2.459 -1.622 -0.279
H: -2.521 -0.540 -1.494
H: -5.069 -1.088 -0.232
H: -6.669 0.365 0.988
H: -5.894 2.439 2.065
H: -3.977 4.027 2.578
H: -1.551 4.533 2.356
H: -0.080 2.900 1.210
O: 1.390 0.997 0.553
S: 2.297 1.021 1.839
C: 3.949 0.591 1.229
C: 4.684 1.903 0.964
C: 4.222 2.853 2.063
C: 2.695 2.773 2.051
H: 3.798 -0.062 0.369
H: 4.406 0.012 2.033
H: 4.415 2.293 -0.020
H: 5.760 1.743 0.973
H: 4.538 3.883 1.903
H: 4.616 2.540 3.032
H: 2.285 3.253 1.159
H: 2.197 3.141 2.946

Forces on the atoms, in the same order (eV/Å):
0.54 -0.27 -0.17
0.04 0.02 0.02
-0.13 -0.12 -0.08
-0.01 0.01 -0.02
0.05 0.05 -0.18
0.02 -0.03 0.00
0.03 0.02 0.01
0.01 0.07 0.03
0.12 -0.01 -0.02
0.04 -0.03 0.02
0.02 -0.04 0.03
-0.03 0.01 0.04
-0.07 0.05 -0.14
-0.04 -0.06 0.34
-0.22 -0.02 0.10
0.18 0.33 -0.17
0.01 -0.02 0.03
0.01 0.01 0.00
0.01 0.03 -0.03
0.00 -0.01 0.00
-0.01 -0.16 0.11
-0.16 -0.01 -0.09
0.05 -0.01 -0.04
0.01 -0.04 0.01
0.02 0.00 0.02
-0.07 -0.12 0.05
-0.02 0.01 0.01
0.05 0.05 0.01
-0.01 0.00 -0.01
0.00 -0.01 0.01
-0.01 0.00 0.01
0.00 0.03 0.02
0.00 -0.01 0.02
-0.01 -0.04 0.01
0.01 0.01 -0.01
-0.02 0.07 -0.08
-0.02 0.03 0.01
0.02 -0.01 0.00
-0.01 0.00 0.01
0.01 -0.03 -0.01
0.00 -0.04 0.01
0.00 0.01 -0.01
0.00 0.01 0.01
0.00 0.01 -0.01
0.00 0.00 -0.02
-0.01 -0.04 0.03
0.06 0.03 -0.06
0.00 -0.01 0.00
-0.01 -0.01 0.00
0.00 0.01 -0.01
-0.01 -0.01 0.03
0.01 0.01 -0.03
0.01 0.01 0.01
0.00 0.06 -0.03
0.00 0.00 0.01
-0.01 0.00 -0.01
0.00 -0.01 0.00
0.00 0.03 0.02
-0.02 0.00 0.00
0.00 -0.01 0.01
0.01 0.02 -0.01
-0.01 0.01 -0.01
-0.01 -0.01 -0.03
0.00 -0.01 0.01
-0.13 -0.01 -0.02
0.03 0.00 0.05
-0.08 0.03 0.02
0.08 -0.04 -0.03
0.07 0.00 -0.02
-0.08 0.04 0.02
-0.05 0.02 0.02
0.07 -0.09 -0.06
-0.11 0.04 0.08
-0.04 0.20 0.12
0.08 -0.02 -0.01
-0.05 0.02 -0.01
-0.07 -0.04 0.03
-0.02 -0.01 0.01
-0.01 -0.01 -0.01
-0.01 0.01 0.01
-0.01 0.01 0.01
0.00 0.01 0.00
0.00 0.02 0.01
-0.11 0.08 -0.04
-0.07 -0.19 0.05
0.02 -0.02 -0.02
-0.02 -0.04 -0.02
-0.02 0.01 0.03
0.04 0.06 -0.04
0.04 0.00 -0.01
0.03 0.02 0.01
0.00 0.02 0.00
0.01 0.00 0.02
0.01 -0.01 -0.03
0.00 0.01 0.01
-0.02 0.03 0.01
0.03 0.01 0.01

Atom charges from the Löwdin analysis, given in e for atoms 1 to 5: number 1, W, carries 1.4207; number 2, C, carries -0.0971; number 3, C, carries -0.5059; number 4, C, carries -0.0798; number 5, P, carries 1.0283